A molecular structure, C31H29AuClP2. Source: the OMol25 dataset; level of theory: ωB97M-V/def2-TZVPD.

The geometry in XYZ format:
```
64
Properties=species:S:1:pos:R:3:forces:R:3
Au -0.2231 -0.3703 2.5815 -0.024 -0.132 -0.066
C -0.1084 0.6407 -4.9207 -0.023 0.005 0.016
C -1.2751 0.9768 -4.2523 0.006 -0.003 -0.015
C -1.4477 0.6297 -2.9161 -0.020 -0.010 0.003
C -0.4531 -0.0524 -2.2225 0.028 0.034 0.034
C 0.7213 -0.3781 -2.9084 -0.004 0.006 -0.010
C 0.8919 -0.0473 -4.2416 0.000 -0.012 0.007
P -0.4563 -0.3899 -0.4054 -0.021 -0.026 0.083
C -2.1103 0.2370 0.0597 -0.035 -0.057 -0.015
C -3.1990 -0.5840 0.3325 -0.001 0.019 -0.028
C -4.4010 -0.0361 0.7624 0.006 0.001 0.006
C -4.5281 1.3351 0.9191 0.006 -0.003 -0.007
C -3.4469 2.1626 0.6435 0.003 -0.001 -0.011
C -2.2466 1.6155 0.2227 0.028 0.025 0.015
C -0.6425 -2.2207 -0.3996 -0.011 -0.001 -0.018
C -1.0531 -2.8727 -1.5378 0.006 0.031 0.031
C -1.0376 -4.2784 -1.6313 0.003 -0.022 0.018
C -0.5734 -5.0145 -0.5836 -0.004 0.004 -0.022
C -0.1512 -4.3893 0.6153 -0.018 0.059 0.021
C 0.3263 -5.1795 1.6869 0.002 0.001 0.013
C 0.6975 -4.5810 2.8543 -0.010 -0.008 -0.016
C 0.5710 -3.1847 3.0041 -0.005 0.000 -0.001
C 0.1073 -2.3436 2.0077 0.008 0.000 -0.035
C -0.2215 -2.9707 0.7547 0.006 -0.014 -0.016
H 0.0241 0.9114 -5.9605 0.003 0.005 -0.015
H -2.0620 1.5105 -4.7718 -0.005 0.004 -0.002
H -2.3664 0.8963 -2.4088 -0.002 0.010 -0.004
H 1.5112 -0.9014 -2.3783 0.013 -0.007 0.000
H 1.8086 -0.3168 -4.7519 0.010 -0.002 -0.003
H -3.1007 -1.6572 0.2273 0.010 -0.010 0.009
H -5.2347 -0.6881 0.9920 -0.010 -0.004 0.003
H -5.4584 1.7585 1.2762 -0.009 0.003 0.001
H -3.5298 3.2329 0.7860 -0.001 0.007 0.004
H -1.3910 2.2597 0.0435 0.008 0.001 0.008
H -1.3824 -2.3005 -2.3954 0.001 -0.010 -0.010
H -1.3767 -4.7604 -2.5404 0.004 -0.001 -0.009
H -0.5251 -6.0967 -0.6442 -0.002 -0.012 -0.004
H 0.3826 -6.2551 1.5591 0.004 -0.006 0.002
H 1.0712 -5.1777 3.6796 -0.002 -0.006 0.002
H 0.8389 -2.7586 3.9645 0.007 0.003 0.012
Cl -2.1226 1.6123 4.3888 0.003 -0.004 -0.015
C -0.6052 1.5274 3.3331 0.001 0.115 0.039
H 0.1782 1.9177 3.9852 -0.012 -0.014 -0.011
H -0.8008 2.2783 2.5677 0.008 0.004 0.006
C 4.6313 1.9472 1.5884 -0.025 -0.003 0.030
P 2.9402 1.2352 1.8791 0.107 0.070 -0.048
C 3.1454 -0.3097 0.9083 -0.067 -0.006 0.033
C 2.0247 2.3291 0.7153 0.036 0.012 0.010
C 1.4108 3.4581 1.2541 -0.018 0.006 -0.013
C 0.7262 4.3567 0.4463 -0.012 -0.019 -0.002
C 0.6286 4.1271 -0.9193 0.001 0.013 0.019
C 1.2258 3.0012 -1.4695 0.014 -0.023 -0.008
C 1.9238 2.1180 -0.6576 -0.041 -0.011 -0.011
H 4.6697 2.9656 1.9771 0.002 0.003 0.004
H 4.8988 1.9637 0.5292 -0.017 -0.007 -0.012
H 5.3652 1.3491 2.1322 0.014 -0.003 0.003
H 3.6676 -0.1586 -0.0387 0.006 0.016 -0.029
H 2.1616 -0.7476 0.7349 0.023 -0.012 -0.005
H 3.7183 -1.0143 1.5136 0.002 0.006 0.012
H 1.4474 3.6192 2.3248 0.000 0.001 0.033
H 0.2469 5.2211 0.8896 0.003 0.004 -0.001
H 0.0765 4.8132 -1.5497 -0.008 0.005 -0.006
H 1.1302 2.7926 -2.5287 0.002 -0.002 -0.011
H 2.3615 1.2364 -1.1061 0.022 -0.022 0.001
```
Positions in Å, forces in eV/Å.

For the HOMO-LUMO gap, the calculation gives 0.2617 Ha. Its total charge is -1. Its total energy is -2477.3464 a.u. Its energy relative to the best compared isomer or geometry (same formula, charge and spin) is 1.5 kJ/mol.